Entry 1:
The following is a DFT calculation (the ωB97M-V functional and the def2-TZVPD basis) of an isolated ion of composition C10H13Br2N2 and charge +1.

```
27
C10H13Br2N2 | OMol25 | the ωB97M-V functional and the def2-TZVPD basis
C 3.529 -0.146 -0.353
C 1.780 1.160 0.963
C 2.924 1.024 0.308
C 2.862 -1.276 -0.295
C -0.542 -0.229 -1.150
C -0.481 0.907 -0.092
C 0.866 -1.113 0.370
C -1.317 -0.067 -2.390
C -1.759 1.342 0.580
C 0.668 -2.252 1.319
N 0.182 -1.213 -0.798
N 0.634 0.334 0.871
Br 4.151 2.531 0.366
Br 3.454 -2.981 -0.585
H 4.491 -0.064 -0.792
H 1.417 2.159 1.394
H -0.181 1.797 -0.552
H -1.258 -1.003 -3.045
H -1.062 0.889 -2.946
H -2.279 0.281 -2.026
H -2.204 1.853 -0.304
H -1.427 2.032 1.387
H -2.545 0.652 1.075
H 0.853 -3.183 0.739
H -0.271 -2.451 1.723
H 1.275 -2.108 2.241
H 0.094 0.272 1.646
```

Calculated values
HOMO-LUMO gap (eV): 9.003
Charge: +1
ΔE to the lowest compared entry with this formula, charge and spin (kcal/mol): 65.4
LUMO level (eV): -3.673
HOMO level (eV): -12.68



Entry 2:
The following is a DFT calculation (the ωB97M-V functional and the def2-TZVPD basis) of C59H52N8OS4Zr as an isolated structure.

```
125
C59H52N8OS4Zr | OMol25 | the ωB97M-V functional and the def2-TZVPD basis
Zr -1.731 -0.883 0.238
C -0.318 -4.583 -2.015
C -0.430 -3.313 -1.451
N -1.455 -2.926 -0.707
C -2.488 -3.793 -0.496
C -2.460 -5.099 -1.058
C -1.332 -5.476 -1.812
C -3.544 -5.977 -0.883
C -4.628 -5.531 -0.191
C -4.669 -4.246 0.368
C -3.620 -3.338 0.273
N -3.512 -2.061 0.801
C -4.506 -1.357 1.460
C -5.767 -1.785 1.861
C -6.715 -0.943 2.461
C -6.444 0.366 2.724
C -5.154 0.847 2.435
C -4.766 2.154 2.787
C -3.481 2.569 2.571
C -2.585 1.680 1.980
N -2.919 0.456 1.605
C -4.187 0.005 1.820
H 0.553 -4.835 -2.603
H 0.348 -2.587 -1.610
H -1.301 -6.472 -2.235
H -3.515 -6.968 -1.315
H -5.492 -6.170 -0.061
H -5.580 -4.009 0.873
H -6.080 -2.799 1.736
H -7.680 -1.361 2.714
H -7.176 1.024 3.172
H -5.496 2.806 3.251
H -3.158 3.564 2.845
H -1.564 1.974 1.794
N 0.485 -1.060 0.102
S 1.890 -0.740 -0.082
N 2.366 0.222 -1.336
S 2.323 1.771 -1.435
N 1.080 2.587 -1.015
S -0.487 2.061 -1.248
N -0.954 1.097 -0.261
C -0.553 1.606 -2.981
C -0.523 0.259 -3.302
C -0.530 -0.109 -4.636
C -0.580 0.864 -5.625
C -0.607 2.211 -5.289
C -0.586 2.590 -3.957
C -1.343 3.618 -1.156
C -2.596 3.676 -1.750
C -3.356 4.822 -1.581
C -2.872 5.874 -0.813
C -1.623 5.790 -0.211
C -0.846 4.655 -0.381
C 3.659 2.525 -0.527
C 3.442 3.661 0.235
C 4.513 4.217 0.918
C 5.772 3.639 0.826
C 5.976 2.510 0.043
C 4.914 1.944 -0.640
C 2.768 2.091 -3.130
C 2.806 3.423 -3.521
C 3.184 3.721 -4.817
C 3.512 2.697 -5.698
C 3.462 1.372 -5.290
C 3.089 1.058 -3.992
C 2.897 -2.177 -0.451
C 3.939 -2.161 -1.363
C 4.609 -3.345 -1.637
C 4.241 -4.518 -0.993
C 3.195 -4.521 -0.078
C 2.512 -3.347 0.191
C 2.598 -0.050 1.413
C 3.845 -0.428 1.881
C 4.286 0.083 3.094
C 3.480 0.959 3.810
C 2.225 1.319 3.331
C 1.771 0.804 2.128
H -0.514 -0.474 -2.509
H -0.517 -1.158 -4.903
H -0.607 0.569 -6.666
H -0.654 2.965 -6.062
H -0.617 3.636 -3.678
H -2.973 2.834 -2.322
H -4.332 4.889 -2.043
H -3.471 6.766 -0.685
H -1.251 6.609 0.390
H 0.135 4.574 0.067
H 2.453 4.093 0.282
H 4.369 5.110 1.511
H 6.602 4.075 1.367
H 6.964 2.079 -0.044
H 5.051 1.068 -1.264
H 2.544 4.208 -2.821
H 3.232 4.752 -5.142
H 3.809 2.938 -6.710
H 3.721 0.582 -5.983
H 3.036 0.035 -3.643
H 4.216 -1.237 -1.854
H 5.420 -3.351 -2.353
H 4.770 -5.437 -1.207
H 2.906 -5.437 0.419
H 1.668 -3.325 0.870
H 4.455 -1.124 1.318
H 5.252 -0.211 3.482
H 3.831 1.356 4.754
H 1.602 1.992 3.905
H 0.788 1.036 1.733
C -3.078 -1.538 4.891
C -1.573 -1.315 4.809
S -0.856 -2.357 3.498
O -1.072 -1.553 2.236
C 0.906 -2.115 3.917
C 1.377 -3.244 4.823
H -3.537 -0.772 5.515
H -3.306 -2.511 5.325
H -3.529 -1.482 3.899
H -1.074 -1.560 5.748
H -1.330 -0.294 4.509
H 1.032 -1.135 4.378
H 1.416 -2.115 2.954
H 0.807 -3.268 5.753
H 2.426 -3.112 5.084
H 1.265 -4.210 4.330
N -3.353 0.291 -2.437
C -2.939 -0.325 -1.551
```

Calculated values
HOMO-LUMO gap (eV): 6.532
Charge: +2
ΔE to the lowest compared entry with this formula, charge and spin (kcal/mol): 36.1
LUMO level (eV): -4.539
HOMO level (eV): -11.07



Entry 3:
The following is a DFT calculation (the ωB97M-V functional and the def2-TZVPD basis) of one molecule with the formula C4H8O2.

```
14
C4H8O2 | OMol25 | the ωB97M-V functional and the def2-TZVPD basis
C 0.761 1.170 0.610
O 0.156 2.447 0.838
C -0.370 0.159 0.476
C -0.161 -0.817 -0.732
C -0.739 -2.175 -0.648
O -0.339 -3.123 -1.269
H 1.485 1.047 1.419
H 1.320 1.207 -0.339
H 0.645 3.228 0.581
H -1.270 0.694 0.196
H -0.421 -0.421 1.396
H -0.406 -0.329 -1.681
H 0.929 -0.811 -0.906
H -1.589 -2.274 0.061
```

Calculated values
HOMO-LUMO gap (eV): 10.747
SMILES string: O=CCCCO
Charge: 0
ΔE to the lowest compared entry with this formula, charge and spin (kcal/mol): 42.0
LUMO level (eV): 0.812
HOMO level (eV): -9.93



Entry 4:
The following is a DFT calculation (the ωB97M-V functional and the def2-TZVPD basis) of C15H13Cl3N5O8S3SbSe4W as an isolated structure.

```
53
C15H13Cl3N5O8S3SbSe4W | OMol25 | the ωB97M-V functional and the def2-TZVPD basis
W -0.674 0.153 -0.291
N -1.610 0.000 4.618
N -0.431 0.678 4.997
C 0.492 1.092 4.051
O 1.281 1.987 4.283
O 0.413 0.365 2.954
H -2.321 0.180 5.321
H -1.455 -1.006 4.604
H -0.413 1.146 5.887
O -0.254 1.660 1.025
S 1.175 1.156 1.413
O 1.773 1.776 -0.214
O 0.998 -0.256 0.735
C 1.619 3.128 -0.293
C 2.600 3.940 0.253
C 2.481 5.324 0.234
C 1.366 5.914 -0.324
C 0.370 5.108 -0.860
C 0.477 3.723 -0.860
S -0.946 3.074 -1.775
O 0.474 0.007 -1.907
O -0.454 2.567 -3.052
O -1.468 1.745 -0.956
H 3.463 3.459 0.695
H 3.263 5.934 0.665
H 1.259 6.990 -0.340
H -0.516 5.567 -1.287
N 1.704 -6.312 -2.448
C 0.680 -6.183 -1.590
S -0.157 -7.442 -0.961
C 0.372 -4.773 -1.213
C 1.384 -3.857 -0.966
C 1.057 -2.558 -0.630
N -0.207 -2.135 -0.547
C -1.188 -3.020 -0.802
C -0.943 -4.338 -1.110
H 1.953 -7.235 -2.763
H 2.094 -5.516 -2.924
H 2.426 -4.142 -1.011
H 1.824 -1.827 -0.430
H -2.198 -2.641 -0.788
H -1.760 -5.020 -1.292
Cl 0.071 -2.473 -4.141
C -0.349 -0.724 -4.107
Cl -1.819 -0.461 -5.029
Cl 0.988 0.200 -4.767
C -0.587 -0.386 -2.643
N -1.659 -0.540 -1.990
Se -2.189 3.106 3.181
Sb -3.270 0.921 2.764
Se -4.875 -0.177 4.102
Se -3.883 2.969 1.429
Se -2.430 -0.849 1.103
```

Calculated values
HOMO-LUMO gap (eV): 5.961
Charge: 0
ΔE to the lowest compared entry with this formula, charge and spin (kcal/mol): 61.8
LUMO level (eV): -2.466
HOMO level (eV): -8.43



Entry 5:
The following is a DFT calculation (the ωB97M-V functional and the def2-TZVPD basis) of C18H40Cl2N3O3PdSbSi3 as an isolated structure.

```
71
C18H40Cl2N3O3PdSbSi3 | OMol25 | the ωB97M-V functional and the def2-TZVPD basis
Pd 0.962 -1.623 -1.299
Cl -1.173 -2.470 0.039
C -0.003 -2.797 1.334
Cl 1.164 -1.458 1.403
H 0.538 -3.700 1.071
H -0.520 -2.880 2.283
N 4.166 -0.275 -3.804
C 3.068 -0.457 -3.075
O 2.349 -1.457 -3.200
C 2.727 0.605 -2.067
C 1.291 0.452 -1.635
H 4.455 -0.971 -4.474
H 4.756 0.529 -3.677
H 2.894 1.602 -2.491
H 3.410 0.476 -1.222
H 0.590 0.575 -2.463
H 1.047 1.094 -0.795
C -4.321 -1.361 1.533
Si -4.104 0.174 0.470
C -5.095 1.627 1.116
C -4.193 -0.104 -1.385
Sb -1.466 0.828 0.867
Si -0.767 1.326 3.429
C -0.847 -0.302 4.366
C -2.062 2.548 4.028
C 0.967 2.036 3.298
Si -1.397 3.270 -0.375
C 0.272 3.986 0.127
C -2.812 4.307 0.293
C -1.589 2.874 -2.203
H -5.383 -1.510 1.743
H -3.810 -1.264 2.491
H -3.956 -2.257 1.032
H -6.161 1.395 1.047
H -4.921 2.536 0.545
H -4.871 1.832 2.164
H -5.067 -0.711 -1.633
H -3.313 -0.629 -1.759
H -4.290 0.839 -1.925
H -1.729 -0.891 4.108
H -0.901 -0.090 5.436
H 0.045 -0.906 4.196
H -3.058 2.105 4.041
H -2.091 3.454 3.423
H -1.823 2.846 5.053
H 1.583 1.465 2.603
H 1.456 2.005 4.275
H 0.950 3.077 2.973
H 0.186 4.524 1.072
H 0.604 4.706 -0.627
H 1.056 3.236 0.231
H -2.990 4.155 1.358
H -3.741 4.115 -0.244
H -2.572 5.364 0.149
H -0.659 2.507 -2.637
H -1.861 3.783 -2.744
H -2.367 2.133 -2.383
C 5.958 -3.723 -1.606
N 4.510 -3.901 -1.647
C 3.949 -4.948 -2.325
C 2.618 -5.093 -2.505
C 1.770 -4.092 -1.928
O 0.551 -3.909 -2.107
N 2.364 -3.222 -1.054
C 3.700 -2.925 -1.082
O 4.137 -1.875 -0.633
H 6.440 -4.680 -1.417
H 6.196 -3.029 -0.806
H 6.332 -3.317 -2.547
H 4.651 -5.655 -2.746
H 2.202 -5.904 -3.081
```

Calculated values
HOMO-LUMO gap (spin up / spin down) (eV): 3.563 / 3.500
Charge: +2
ΔE to the lowest compared entry with this formula, charge and spin (kcal/mol): 120.6
LUMO level (spin up / spin down) (eV): -9.209 / -9.255
HOMO level (spin up / spin down) (eV): -12.77 / -12.75



Entry 6:
The following is a DFT calculation (the ωB97M-V functional and the def2-TZVPD basis) of a 11-piece molecular cluster, C8H34O10 overall.

```
52
C8H34O10 | OMol25 | the ωB97M-V functional and the def2-TZVPD basis
C -2.417 -2.285 -2.247
C -1.369 -1.784 -1.244
C -2.014 -0.792 -0.280
C -1.008 -0.353 0.797
C -0.542 -1.201 1.704
C 1.377 2.791 0.645
C 0.571 1.614 1.120
C -0.194 0.825 0.383
H -2.011 -3.069 -2.885
H -2.705 -1.529 -2.982
H -3.375 -2.492 -1.758
H -0.549 -1.334 -1.817
H -0.921 -2.645 -0.757
H -2.938 -1.270 0.068
H -2.416 0.106 -0.769
H 0.310 -1.222 2.365
H -1.171 -2.081 1.861
H 1.676 3.466 1.435
H 0.815 3.318 -0.122
H 2.234 2.528 0.020
H 0.432 1.582 2.196
H -0.045 0.850 -0.704
H 1.955 -3.420 0.101
H 1.001 -2.333 0.290
O 1.044 -3.276 0.452
H -1.346 2.798 -3.263
H -0.811 2.956 -1.816
O -0.570 2.662 -2.712
H -1.551 3.703 0.571
H -1.834 4.753 -0.480
O -1.382 3.909 -0.359
H -4.915 0.045 -2.120
H -4.188 -0.110 -0.890
O -5.104 -0.193 -1.201
H 3.789 1.149 -0.861
H 4.057 1.439 0.562
O 3.702 0.732 0.009
H 2.456 2.659 -3.665
H 2.139 1.386 -3.077
O 2.877 2.010 -3.082
H 2.615 -1.501 2.725
H 3.169 -2.936 2.902
O 3.388 -2.056 2.599
H 3.145 -1.327 -0.155
H 3.921 -2.462 0.338
O 3.324 -2.249 -0.396
H 0.817 -3.791 2.558
H 1.497 -3.723 3.928
O 0.891 -3.239 3.353
H -3.596 1.708 1.721
H -4.015 2.356 0.386
O -3.542 2.518 1.208
```

Calculated values
HOMO-LUMO gap (eV): 8.818
SMILES string: C=C(/C=C/C)CCC.O.O.O.O.O.O.O.O.O.O
Charge: 0
ΔE to the lowest compared entry with this formula, charge and spin (kcal/mol): 27.8
LUMO level (eV): 0.204
HOMO level (eV): -8.61



| no. | F_max (eV/Å) |
| --- | --- |
| 1 | 4.19 |
| 2 | 2.22 |
| 3 | 2.72 |
| 4 | 0.85 |
| 5 | 2.88 |
| 6 | 2.22 |